Entry 1:
ORCA calculation (wB97M-V/def2-TZVPD) on a molecular structure, CAlF3O3S in a non-equilibrium geometry.

Calculated values
Spin multiplicity: 2
Charge: +1
E_HOMO (alpha / beta) in eV: -16.191 / -16.032
Frontier orbital gap (alpha / beta) in eV: 10.5 / 7.0
Molar mass in g mol⁻¹: 176.1

Structure (XYZ):
```
9
CAlF3O3S (wB97M-V/def2-TZVPD)
Al 14.17513 -14.05218 23.35707
C 11.08798 -18.27054 24.78569
F 11.69326 -18.46880 26.06324
F 10.30625 -19.32052 24.44111
F 10.23525 -17.19870 24.82408
S 12.35963 -17.95080 23.24617
O 13.45763 -18.83855 23.55169
O 11.60173 -18.30229 22.03323
O 12.79918 -16.55720 23.25039
```

natural (NBO) population analysis, charges in e, atoms 1 to 4: atom 1 (Al): 1.00, atom 2 (C): 0.79, atom 3 (F): -0.30, atom 4 (F): -0.28

=====

Entry 2:
ORCA calculation (wB97M-V/def2-TZVPD) on 2 unconnected molecules or ions with the total composition CBr2FNO2 in a non-equilibrium geometry.

Calculated values
Spin multiplicity: 1
E_HOMO (alpha / beta) in eV: -10.769 / -9.851
Energy relative to the best compared isomer or geometry (same formula, charge and spin) in kcal/mol: 52.7
Frontier orbital gap (alpha / beta) in eV: 8.4 / 7.0
Molar mass in g mol⁻¹: 236.8

Structure (XYZ):
```
7
CBr2FNO2 (wB97M-V/def2-TZVPD)
C 1.23271 -0.18288 -0.18058
N -0.10322 0.17809 0.04602
O -0.27544 1.37426 -0.00798
O -0.94334 -0.65963 0.35655
F 2.04976 0.82211 -0.24364
Br -3.69461 0.37910 -0.05988
Br 1.73413 -1.91105 0.08951
```

natural (NBO) population analysis, charges in e, atoms 1 to 4: atom 1 (C): 0.39, atom 2 (N): 0.40, atom 3 (O): -0.35, atom 4 (O): -0.39

=====

Entry 3:
ORCA calculation (wB97M-V/def2-TZVPD) on a molecular structure, CBr2N2O in a non-equilibrium geometry.

Calculated values
Spin multiplicity: 1
E_HOMO in eV: -8.956
Energy relative to the best compared isomer or geometry (same formula, charge and spin) in kcal/mol: 45.4
Frontier orbital gap in eV: 7.9
Molar mass in g mol⁻¹: 215.8

Structure (XYZ):
```
6
CBr2N2O (wB97M-V/def2-TZVPD)
C 0.65576 -0.65729 0.82612
N -0.75665 0.33909 -0.40710
N -0.53483 0.52095 -1.48098
O -0.33041 0.70640 -2.59389
Br 1.37500 0.80195 1.73945
Br -0.40887 -1.71110 1.91640
```

natural (NBO) population analysis, charges in e, atoms 1 to 4: atom 1 (C): -0.31, atom 2 (N): -0.08, atom 3 (N): 0.47, atom 4 (O): -0.30

=====

Entry 4:
ORCA calculation (wB97M-V/def2-TZVPD) on 2 unconnected molecules or ions with the total composition CBr2N4 in a non-equilibrium geometry.

Calculated values
Spin multiplicity: 1
E_HOMO in eV: -9.817
Energy relative to the best compared isomer or geometry (same formula, charge and spin) in kcal/mol: 24.7
Frontier orbital gap in eV: 9.3
Molar mass in g mol⁻¹: 227.8

Structure (XYZ):
```
7
CBr2N4 (wB97M-V/def2-TZVPD)
C -1.97750 1.56886 0.01844
N -1.55214 2.51618 -0.46408
N 2.17084 -2.17650 -1.21822
N 1.63026 -1.46073 -0.56092
N 0.89398 -0.69664 -0.01439
Br -2.64422 0.02943 0.81403
Br 1.47878 0.21940 1.42514
```

natural (NBO) population analysis, charges in e, atoms 1 to 4: atom 1 (C): 0.12, atom 2 (N): -0.32, atom 3 (N): -0.03, atom 4 (N): 0.23

=====

Entry 5:
ORCA calculation (wB97M-V/def2-TZVPD) on a molecular structure, CBr2O2 in a non-equilibrium geometry.

Calculated values
Spin multiplicity: 1
E_HOMO (alpha / beta) in eV: -9.463 / -8.966
Energy relative to the best compared isomer or geometry (same formula, charge and spin) in kcal/mol: 81.5
Frontier orbital gap (alpha / beta) in eV: 8.0 / 7.2
Molar mass in g mol⁻¹: 203.8

Structure (XYZ):
```
5
CBr2O2 (wB97M-V/def2-TZVPD)
C 1.01637 0.20285 0.01479
O 0.74312 1.35342 -0.06818
O -2.31009 -0.91646 -0.71720
Br 2.52383 -0.74807 0.15416
Br -0.95956 -1.42286 0.00307
```

natural (NBO) population analysis, charges in e, atoms 1 to 4: atom 1 (C): 0.33, atom 2 (O): -0.45, atom 3 (O): -0.78, atom 4 (Br): 0.19

=====

Entry 6:
ORCA calculation (wB97M-V/def2-TZVPD) on 2 unconnected molecules or ions with the total composition CBr2O2 in a non-equilibrium geometry.

Calculated values
Spin multiplicity: 1
E_HOMO in eV: -9.244
Energy relative to the best compared isomer or geometry (same formula, charge and spin) in kcal/mol: 42.1
Frontier orbital gap in eV: 8.6
Molar mass in g mol⁻¹: 203.8

Structure (XYZ):
```
5
CBr2O2 (wB97M-V/def2-TZVPD)
C 0.64265 -0.37085 0.03766
O 0.28932 -1.46331 0.15452
O -0.75389 0.90389 -0.36795
Br 2.14510 0.60128 0.08027
Br -2.32317 0.32900 0.09549
```

natural (NBO) population analysis, charges in e, atoms 1 to 4: atom 1 (C): 0.63, atom 2 (O): -0.42, atom 3 (O): -0.77, atom 4 (Br): 0.24

=====

Entry 7:
ORCA calculation (wB97M-V/def2-TZVPD) on a gas-phase ion, CBr3NP (charge +1) in a non-equilibrium geometry.

Calculated values
Spin multiplicity: 1
Charge: +1
E_HOMO in eV: -15.204
Energy relative to the best compared isomer or geometry (same formula, charge and spin) in kcal/mol: 43.9
Frontier orbital gap in eV: 7.2
Molar mass in g mol⁻¹: 296.7

Structure (XYZ):
```
6
CBr3NP (wB97M-V/def2-TZVPD)
C -0.31201 0.12399 1.11701
N 0.19164 -0.89964 0.94253
P -0.97311 1.72788 0.98502
Br -3.43341 1.09718 -0.12629
Br 0.28498 2.25633 -0.65445
Br -4.20440 -1.11889 -0.11381
```

natural (NBO) population analysis, charges in e, atoms 1 to 4: atom 1 (C): -0.26, atom 2 (N): -0.05, atom 3 (P): 0.92, atom 4 (Br): 0.13

=====

Entry 8:
ORCA calculation (wB97M-V/def2-TZVPD) on a molecular structure, CBr3P in a non-equilibrium geometry.

Calculated values
Spin multiplicity: 1
E_HOMO (alpha / beta) in eV: -8.404 / -8.637
Energy relative to the best compared isomer or geometry (same formula, charge and spin) in kcal/mol: 96.9
Frontier orbital gap (alpha / beta) in eV: 6.7 / 6.7
Molar mass in g mol⁻¹: 282.7

Structure (XYZ):
```
5
CBr3P (wB97M-V/def2-TZVPD)
C 2.16617 -0.60050 -0.53498
P -2.21731 -0.36730 1.33322
Br 3.09200 0.96818 0.08909
Br 0.34948 -0.40626 -0.55785
Br -3.39034 0.40588 -0.32948
```

natural (NBO) population analysis, charges in e, atoms 1 to 4: atom 1 (C): -0.24, atom 2 (P): 0.20, atom 3 (Br): 0.07, atom 4 (Br): 0.17

=====

Entry 9:
ORCA calculation (wB97M-V/def2-TZVPD) on 2 unconnected molecules or ions with the total composition CBrCl2NO2 in a non-equilibrium geometry.

Calculated values
Spin multiplicity: 1
E_HOMO (alpha / beta) in eV: -9.594 / -11.267
Energy relative to the best compared isomer or geometry (same formula, charge and spin) in kcal/mol: 50.7
Frontier orbital gap (alpha / beta) in eV: 5.9 / 8.9
Molar mass in g mol⁻¹: 208.8

Structure (XYZ):
```
7
CBrCl2NO2 (wB97M-V/def2-TZVPD)
C -0.31273 -0.69152 0.06681
N -0.85910 0.69039 0.04424
O -1.24650 1.14796 -1.01924
O -0.81513 1.31944 1.10233
Cl -0.34233 -1.37668 -1.47364
Cl 0.56598 -1.22600 1.29519
Br 3.00980 0.13640 -0.01569
```

natural (NBO) population analysis, charges in e, atoms 1 to 4: atom 1 (C): -0.07, atom 2 (N): 0.45, atom 3 (O): -0.35, atom 4 (O): -0.37

=====

Entry 10:
ORCA calculation (wB97M-V/def2-TZVPD) on 2 unconnected molecules or ions with the total composition CBrCl2NO2 in a non-equilibrium geometry.

Calculated values
Spin multiplicity: 1
E_HOMO (alpha / beta) in eV: -10.224 / -8.822
Energy relative to the best compared isomer or geometry (same formula, charge and spin) in kcal/mol: 56.7
Frontier orbital gap (alpha / beta) in eV: 9.2 / 7.4
Molar mass in g mol⁻¹: 208.8

Structure (XYZ):
```
7
CBrCl2NO2 (wB97M-V/def2-TZVPD)
C 0.42138 -1.10666 0.19417
N -0.77171 1.66359 -0.06580
O -1.18607 0.62780 -0.31833
O -0.91502 2.79560 -0.41323
Cl 1.05762 -1.03642 -1.52007
Cl -0.66035 -2.18274 0.74112
Br 2.05414 -0.76117 1.38214
```

natural (NBO) population analysis, charges in e, atoms 1 to 4: atom 1 (C): -0.20, atom 2 (N): 0.54, atom 3 (O): -0.24, atom 4 (O): -0.28

=====

Entry 11:
ORCA calculation (wB97M-V/def2-TZVPD) on a single CBrClFI molecule in a non-equilibrium geometry.

Calculated values
Spin multiplicity: 1
E_HOMO (alpha / beta) in eV: -9.708 / -8.932
Energy relative to the best compared isomer or geometry (same formula, charge and spin) in kcal/mol: 53.8
Frontier orbital gap (alpha / beta) in eV: 8.5 / 5.8
Molar mass in g mol⁻¹: 273.3

Structure (XYZ):
```
5
CBrClFI (wB97M-V/def2-TZVPD)
C -0.41899 -0.53284 0.26149
F -0.89335 -1.12481 1.28495
Cl 0.60878 -1.45802 -0.69550
Br -0.28702 1.55458 0.60710
I -0.01260 4.44380 1.68704
```

natural (NBO) population analysis, charges in e, atoms 1 to 4: atom 1 (C): 0.32, atom 2 (F): -0.29, atom 3 (Cl): 0.10, atom 4 (Br): -0.03

=====

Entry 12:
ORCA calculation (wB97M-V/def2-TZVPD) on 2 unconnected molecules or ions with the total composition CBrClFNO2 in a non-equilibrium geometry.

Calculated values
Spin multiplicity: 1
E_HOMO (alpha / beta) in eV: -10.118 / -11.615
Energy relative to the best compared isomer or geometry (same formula, charge and spin) in kcal/mol: 61.6
Frontier orbital gap (alpha / beta) in eV: 6.2 / 9.3
Molar mass in g mol⁻¹: 192.4

Structure (XYZ):
```
7
CBrClFNO2 (wB97M-V/def2-TZVPD)
C -0.58026 0.36922 -0.16370
N -0.70126 -1.01180 -0.49715
O -1.19863 -1.27928 -1.57274
O -0.36509 -1.78656 0.37212
F -0.93758 1.12346 -1.18808
Cl 0.43084 0.92742 1.09660
Br 3.35198 1.65754 1.95295
```

natural (NBO) population analysis, charges in e, atoms 1 to 4: atom 1 (C): 0.44, atom 2 (N): 0.42, atom 3 (O): -0.35, atom 4 (O): -0.36

=====

Looking at E for the records above, in order, we have -1203.64690; -5491.02089; -5370.69921; -5405.02494; -5336.43652; -5336.49941; -8155.90204; -8101.32111; -3737.53421; -3737.52460; -3469.75837; -3377.19876 hartree.